Run A
The following is a DFT calculation (ωB97M-V/def2-TZVPD) of a 2-piece molecular cluster, C4H12NO overall.

Values from the calculation:
Frontier orbital gap (spin up / spin down)   4.031 / 12.288 eV
HOMO energy (spin up / spin down)   -3.25 / -11.68 eV

```
! RIJCOSX wB97M-V def2-TZVPD def2/J DEFGRID3
* xyz 0 2
C 1.0307 -0.1972 -0.4416
N 0.3163 0.6981 -1.3721
C -1.1658 0.6132 -0.9194
C -1.3523 -0.8328 -0.7506
C 0.0069 -1.2470 0.0247
H 1.4302 0.2998 0.5393
H 1.9715 -0.4658 -1.0046
H 0.7530 1.7043 -1.4084
H 0.3369 0.3132 -2.2957
H -1.2615 1.1273 0.0880
H -1.8765 1.2301 -1.5533
H -1.3836 -1.3869 -1.6375
H -2.1322 -1.0593 -0.0968
H -0.1647 -0.9977 1.0680
H 0.2859 -2.3230 -0.0387
H 1.3761 1.3146 2.6935
H 0.9222 0.6612 4.0177
O 0.9068 0.5478 3.0873
*
```



Run B
The following is a DFT calculation (ωB97M-V/def2-TZVPD) of a 2-piece molecular cluster, C4H12NO overall.

Values from the calculation:
Frontier orbital gap (spin up / spin down)   6.840 / 10.506 eV
HOMO energy (spin up / spin down)   -5.85 / -9.62 eV

```
! RIJCOSX wB97M-V def2-TZVPD def2/J DEFGRID3
* xyz 0 2
C -0.1070 -1.0512 -2.5465
C 0.6659 -1.0916 -1.2545
C 0.1692 -0.1177 -0.2074
C 0.1176 -0.0465 2.2307
N 0.6646 -0.5663 1.1339
H 0.2433 -1.8470 -3.2058
H -0.0988 -0.1229 -3.1238
H -1.1689 -1.2397 -2.3446
H 1.7160 -0.8483 -1.4497
H 0.4783 -2.0929 -0.8542
H -0.9115 -0.2046 -0.1013
H 0.5456 0.8859 -0.3931
H -0.9101 0.2614 2.3690
H 0.6818 0.1166 3.1499
H 1.4558 -1.1826 1.1748
H -0.8808 2.6726 2.4028
H -1.3578 3.7151 1.4527
O -1.3031 2.7597 1.5670
*
```



Ordering by calculated energy gives the sequence run B, run A, with the first entry being the most stable.